(1)
{
  "formula": "C6H11N",
  "method": "wB97M-V/def2-TZVPD",
  "symbols": ["C", "N", "C", "C", "C", "C", "C", "H", "H", "H", "H", "H", "H", "H", "H", "H", "H", "H"],
  "xyz": [[-1.40431, 1.16107, -1.43059], [0.68298, 1.53148, 0.34010], [0.21281, 0.17367, 0.28762], [-0.73677, -0.02399, -0.63292], [-1.50589, -1.30868, -0.70016], [2.14914, -0.79559, 1.38604], [0.84714, -0.95105, 1.05006], [-0.63937, 1.95275, -1.57296], [-2.42419, 1.54501, -1.11804], [-1.46175, 0.74820, -2.45996], [1.51140, 1.49897, 0.70214], [0.31530, 2.40698, 0.22333], [-1.97686, -1.64140, -1.72411], [-0.81173, -2.14016, -0.34598], [-2.39991, -1.45324, -0.04262], [2.82178, -1.50271, 1.92093], [2.73740, 0.11728, 0.99524], [0.17441, -1.78456, 1.28098]],
  "smiles": "C=CC(N)=C(C)C",
  "de_lowest_ev": 2.7655,
  "charge": 0,
  "total_energy_ev": -7887.7659
}

(2)
{
  "formula": "C29H37IrN5S2SbSe4",
  "method": "wB97M-V/def2-TZVPD",
  "symbols": ["Ir", "C", "S", "C", "S", "N", "N", "C", "C", "C", "C", "C", "C", "N", "H", "H", "H", "H", "H", "H", "H", "H", "C", "C", "C", "C", "C", "C", "C", "C", "C", "C", "C", "C", "N", "C", "C", "C", "C", "C", "N", "C", "C", "C", "C", "H", "H", "H", "H", "H", "H", "H", "H", "H", "H", "H", "H", "H", "H", "H", "H", "H", "H", "H", "H", "H", "H", "H", "H", "H", "H", "H", "H", "H", "Se", "Sb", "Se", "Se", "Se"],
  "xyz": [[0.58741, 0.06454, -0.38493], [5.45525, -1.07061, -1.66500], [5.08235, 0.66220, -1.87071], [3.34881, 0.67426, -1.46281], [2.79267, -0.06176, 0.09419], [2.55873, 1.26274, -2.26936], [1.24003, 1.23687, -1.85839], [0.43617, 1.93039, -2.68948], [-0.90225, 2.27537, -2.46075], [-1.69165, 2.93337, -3.41890], [-3.02038, 3.18252, -3.16695], [-3.57789, 2.77833, -1.93035], [-2.73039, 2.12959, -1.03949], [-1.44935, 1.88625, -1.27693], [4.91322, -1.44907, -0.81979], [6.53789, -1.14518, -1.41259], [5.16592, -1.65824, -2.52817], [0.93029, 2.23516, -3.60034], [-1.32456, 3.21607, -4.38954], [-3.64924, 3.54196, -3.97215], [-4.60297, 2.91662, -1.58936], [-3.05987, 1.92204, 0.00276], [-0.18541, -2.63893, 4.16493], [0.80665, -2.95174, 3.00149], [1.75965, -1.78087, 2.84642], [0.05187, -3.49028, 1.77312], [-0.03937, -4.86737, 1.60898], [-0.63928, -5.41568, 0.51442], [-1.41412, -4.65840, -0.29473], [-1.45075, -3.26697, -0.14737], [-2.72924, -2.65967, -0.81643], [-3.05336, -3.09690, -2.23781], [-3.00401, -1.17249, -0.80356], [-0.60054, -2.68021, 0.81603], [-0.40009, -1.26401, 0.92461], [-1.06119, -0.61030, 1.82419], [-0.83572, 0.78795, 1.99229], [-1.39008, 1.63377, 2.93042], [-0.72827, 2.84883, 2.71007], [0.19102, 2.70224, 1.66748], [0.09577, 1.41808, 1.23678], [1.19940, 3.79372, 1.27077], [0.46026, 5.13033, 1.54522], [2.45637, 3.69205, 2.09441], [1.56878, 3.73359, -0.23442], [0.38350, -2.49854, 5.14259], [-0.96902, -3.41966, 4.35058], [-0.66211, -1.70558, 3.94446], [1.39996, -3.79503, 3.32655], [1.24761, -0.81365, 2.78093], [2.39815, -1.93108, 1.99633], [2.40779, -1.72190, 3.71209], [0.50967, -5.57012, 2.26952], [-0.54655, -6.49026, 0.34498], [-2.05969, -5.15555, -1.03377], [-3.49750, -3.14431, -0.18412], [-2.34449, -3.91958, -2.53785], [-2.87713, -2.32409, -2.99177], [-4.07931, -3.40766, -2.38465], [-2.56723, -0.61483, -1.64376], [-2.82116, -0.67390, 0.15042], [-4.08601, -1.08156, -1.02484], [-1.83375, -1.09323, 2.39252], [-2.17255, 1.34334, 3.62108], [-0.96228, 3.80667, 3.18538], [0.21706, 5.16590, 2.60601], [-0.49671, 5.14083, 1.00925], [1.11485, 6.00287, 1.33863], [2.22966, 3.70753, 3.16099], [3.08470, 4.54414, 1.89805], [2.99865, 2.74635, 1.93881], [0.69758, 3.67453, -0.86842], [2.15162, 2.81115, -0.45950], [2.16651, 4.55447, -0.59635], [-0.53332, -0.38887, -5.87649], [1.60003, -0.85653, -4.59342], [2.11225, -2.97192, -1.80732], [0.27182, -1.53012, -2.18767], [1.41889, -3.03997, -5.65748]],
  "s2": 8.801,
  "de_lowest_ev": 0.0240,
  "spin_multiplicity": 6,
  "charge": -1,
  "total_energy_ev": -330556.6404
}

(3)
{
  "formula": "C20H28B4Ca3F16O18",
  "method": "wB97M-V/def2-TZVPD",
  "symbols": ["Ca", "Ca", "Ca", "B", "F", "F", "F", "F", "B", "F", "F", "F", "F", "B", "F", "F", "F", "F", "B", "F", "F", "F", "F", "C", "C", "O", "C", "O", "O", "H", "H", "H", "H", "C", "C", "O", "C", "O", "O", "H", "H", "H", "H", "C", "C", "O", "C", "O", "O", "H", "H", "H", "H", "C", "C", "O", "C", "O", "O", "H", "H", "H", "H", "C", "C", "C", "O", "C", "O", "O", "H", "H", "H", "H", "H", "H", "C", "C", "C", "O", "C", "O", "O", "H", "H", "H", "H", "H", "H"],
  "xyz": [[0.27820, 1.44387, -4.10072], [0.02949, 3.94312, 0.80410], [-3.40289, 0.55892, -0.16897], [-0.57398, 1.13008, -0.71703], [0.24083, 1.66370, 0.24496], [-1.19664, -0.00618, -0.21354], [-1.46031, 2.17482, -0.96637], [0.17883, 0.85126, -1.89280], [1.06288, 4.13977, -1.85175], [-0.29550, 4.42738, -1.57237], [1.20527, 3.17116, -2.89684], [1.67083, 5.28984, -2.26274], [1.68824, 3.67486, -0.68428], [-2.20493, 2.82577, 2.19308], [-2.99350, 1.82496, 1.55158], [-2.78129, 3.28291, 3.34140], [-0.91877, 2.36847, 2.39173], [-2.10531, 3.87787, 1.26319], [-2.38381, 0.06206, -3.61943], [-2.10504, 1.42373, -3.89893], [-3.36292, -0.25513, -4.54644], [-1.19334, -0.65086, -3.85264], [-2.90701, -0.10307, -2.31918], [2.63308, -3.62475, -5.07162], [4.00612, -2.98936, -4.84624], [3.67220, -1.62694, -4.50243], [2.37998, -1.51618, -4.30025], [1.80837, -0.52432, -3.89111], [1.73875, -2.62940, -4.61333], [2.55430, -4.55372, -4.50635], [2.44937, -3.90571, -6.10765], [4.64428, -2.98685, -5.72901], [4.63787, -3.41926, -4.07025], [-4.45363, 6.16357, -0.78288], [-3.59176, 5.85589, -2.01536], [-3.79810, 4.45146, -2.20139], [-4.26608, 3.92190, -1.04763], [-4.36923, 2.73546, -0.87003], [-4.48282, 4.87149, -0.17091], [-5.45625, 6.48816, -1.04926], [-3.92663, 6.85371, -0.13340], [-2.54480, 5.98443, -1.74879], [-3.86675, 6.40206, -2.91090], [0.25756, -3.37986, -1.18051], [-0.93489, -3.66245, -2.07506], [-1.79255, -4.45996, -1.31729], [-1.20138, -4.74201, -0.10339], [-1.73769, -5.30107, 0.79094], [-0.01400, -4.12263, 0.01015], [0.15835, -2.32772, -0.89524], [1.24290, -3.52837, -1.60835], [-0.54354, -4.10875, -2.99950], [-1.37337, -2.74260, -2.46859], [4.12637, 3.30407, 4.49175], [3.76798, 1.81519, 4.58631], [3.00790, 1.58841, 3.38906], [2.57733, 2.74528, 2.92872], [1.82175, 2.89953, 1.99944], [3.11133, 3.75918, 3.57741], [5.08754, 3.56057, 4.04615], [4.07353, 3.82504, 5.44377], [3.10448, 1.65033, 5.43354], [4.63129, 1.15821, 4.59740], [-4.08696, -4.67762, 3.78995], [-3.41842, -3.32835, 3.98536], [-1.91362, -3.34862, 3.75623], [-1.65469, -2.30369, 2.80758], [-2.81270, -1.78775, 2.40706], [-2.90452, -0.96589, 1.52475], [-3.84568, -2.38388, 2.97054], [-5.10894, -4.63869, 3.42429], [-4.05693, -5.14788, 4.77550], [-3.49152, -5.29337, 3.11572], [-3.77294, -2.87332, 4.91144], [-1.50600, -4.31036, 3.45431], [-1.40354, -3.10846, 4.69227], [2.19327, -1.40753, 1.84732], [2.87304, -1.02438, 0.53823], [4.27971, -0.44609, 0.73697], [5.18428, -1.41101, 0.16998], [4.47060, -2.33378, -0.49668], [4.97919, -3.13928, -1.21769], [3.17807, -2.19684, -0.22904], [2.91431, -1.94420, 2.47180], [1.31495, -2.04802, 1.78028], [1.93519, -0.50794, 2.40731], [2.12026, -0.47174, -0.02564], [4.54988, -0.45156, 1.79193], [4.37521, 0.54895, 0.30624]],
  "charge": 2,
  "total_energy_ev": -159576.2458
}

(4)
{
  "formula": "C4H10B2",
  "method": "wB97M-V/def2-TZVPD",
  "symbols": ["B", "B", "C", "C", "C", "C", "H", "H", "H", "H", "H", "H", "H", "H", "H", "H"],
  "xyz": [[-1.16747, -1.45827, -1.14303], [1.48315, 1.49559, 0.10929], [-0.34611, -1.20098, 1.42327], [-0.63563, -1.47306, 0.32914], [-1.23753, -0.11794, -1.96607], [1.32845, 1.68276, 1.77700], [-1.58278, -2.40256, -1.57124], [2.29713, 2.21797, -0.19332], [-0.30668, -1.39753, 2.48260], [0.61881, 0.19828, -0.36617], [-2.00445, 0.66981, -1.49781], [-1.47527, -0.23166, -2.99316], [-0.27585, 0.42242, -1.94857], [0.74737, 0.89103, 2.45038], [0.81310, 2.50607, 2.13912], [2.36041, 1.71186, 2.11932]],
  "de_lowest_ev": 3.7180,
  "charge": 0,
  "total_energy_ev": -5656.7610
}